The following is a quantum chemistry calculation of a structure of composition C52H44N8O4S2Ta at a distorted geometry, from OMol25.

Properties
Charge: +3
Relative energy (zero: lowest compared OMol25 entry of this formula, charge and spin) in eV: 0.543
Highest occupied orbital energy in eV: -13.9
LUMO energy in eV: -9.253

XYZ file:
```
111
Properties=species:S:1:pos:R:3:lowdin_charge:R:1
Ta -0.074 0.382 -0.307 1.89
C 5.156 6.458 5.594 -0.04
O 5.061 6.284 4.176 -0.05
C 4.317 5.284 3.703 -0.27
C 3.659 4.341 4.496 0.02
C 2.894 3.354 3.896 -0.03
C 2.782 3.265 2.511 -0.21
C 3.474 4.199 1.727 -0.03
C 4.219 5.198 2.308 0.03
C 1.976 2.213 1.851 -0.10
C 0.640 2.047 2.197 -0.22
C -0.032 2.763 3.216 0.04
C -1.272 2.230 3.356 0.04
C -1.421 1.193 2.402 -0.22
N -0.251 1.118 1.620 -0.05
C -2.587 0.469 2.213 -0.06
C -2.755 -0.429 1.164 -0.20
C -3.912 -1.228 0.985 0.05
C -3.718 -1.996 -0.114 0.05
C -2.421 -1.713 -0.610 -0.22
C -1.804 -2.452 -1.613 -0.06
C -2.614 -3.468 -2.325 -0.22
C -2.279 -4.818 -2.296 -0.02
C -3.043 -5.764 -2.962 0.02
C -4.157 -5.359 -3.700 -0.27
O -4.943 -6.178 -4.400 -0.05
C -4.624 -7.574 -4.435 -0.04
C -4.512 -4.005 -3.722 0.03
C -3.762 -3.083 -3.031 -0.04
C -0.452 -2.335 -1.888 -0.22
N 0.444 -1.416 -1.308 -0.06
C 1.695 -1.757 -1.839 -0.22
C 2.912 -1.147 -1.554 -0.06
C 4.136 -1.618 -2.250 -0.23
C 4.878 -0.737 -3.045 -0.04
C 6.000 -1.166 -3.716 0.03
C 6.438 -2.489 -3.581 -0.27
O 7.534 -2.813 -4.271 -0.05
C 8.041 -4.147 -4.171 -0.04
C 5.731 -3.366 -2.757 0.02
C 4.580 -2.930 -2.119 -0.02
C 3.033 -0.133 -0.627 -0.20
C 4.275 0.406 -0.193 0.06
C 4.014 1.333 0.754 0.05
C 2.605 1.393 0.927 -0.26
N 1.982 0.467 0.081 -0.10
C 1.547 -2.800 -2.788 0.04
C 0.237 -3.142 -2.828 0.04
N -1.815 -0.728 0.174 -0.05
C -3.696 0.660 3.175 -0.21
C -4.967 1.058 2.737 -0.04
C -5.992 1.258 3.631 0.03
C -5.789 1.033 4.998 -0.27
O -6.847 1.240 5.783 -0.05
C -6.705 1.055 7.195 -0.04
C -4.534 0.617 5.447 0.02
C -3.501 0.451 4.538 -0.02
H 5.755 7.349 5.741 0.10
H 5.651 5.604 6.057 0.10
H 4.168 6.606 6.031 0.10
H 3.755 4.361 5.571 0.12
H 2.431 2.601 4.524 0.13
H 3.392 4.156 0.647 0.11
H 4.739 5.935 1.711 0.13
H 0.390 3.585 3.769 0.13
H -2.041 2.536 4.045 0.14
H -4.762 -1.236 1.647 0.13
H -4.386 -2.735 -0.524 0.14
H -1.439 -5.151 -1.697 0.13
H -2.777 -6.808 -2.891 0.12
H -5.353 -8.025 -5.098 0.10
H -4.712 -8.014 -3.441 0.10
H -3.621 -7.732 -4.831 0.10
H -5.381 -3.710 -4.295 0.13
H -4.050 -2.037 -3.062 0.12
H 4.554 0.293 -3.156 0.12
H 6.562 -0.503 -4.359 0.13
H 8.875 -4.198 -4.862 0.10
H 7.282 -4.875 -4.461 0.10
H 8.391 -4.351 -3.158 0.10
H 6.074 -4.378 -2.601 0.11
H 4.048 -3.615 -1.467 0.13
H 5.238 0.080 -0.548 0.14
H 4.726 1.905 1.325 0.14
H 2.352 -3.225 -3.363 0.13
H -0.223 -3.888 -3.454 0.13
H -5.136 1.251 1.683 0.12
H -6.969 1.591 3.304 0.13
H -7.661 1.329 7.625 0.10
H -5.924 1.703 7.595 0.10
H -6.484 0.012 7.428 0.10
H -4.360 0.412 6.493 0.12
H -2.538 0.104 4.895 0.13
N -0.020 0.687 -2.974 0.02
N 0.110 1.967 -3.515 -0.03
C 0.500 2.994 -2.751 -0.75
N 0.703 4.162 -3.341 0.15
S 0.759 2.838 -1.085 0.83
H 0.736 0.089 -3.310 0.12
H -0.898 0.295 -3.305 0.10
H 0.045 2.071 -4.519 0.18
H 0.629 4.295 -4.339 0.14
H 0.994 4.953 -2.789 0.13
S -3.715 3.500 -0.629 1.15
C -3.895 2.302 -1.831 -0.32
C -2.870 1.423 -1.768 -0.23
N -1.947 1.700 -0.778 -0.20
C -2.285 2.778 -0.104 -0.49
H -4.732 2.302 -2.511 0.10
H -2.760 0.543 -2.385 0.10
H -1.700 3.185 0.707 0.08
```

The following is a quantum chemistry calculation of a structure of composition C52H45BaN2O3P2S2Si, from OMol25.

Properties
Charge: -1
Relative energy (zero: lowest compared OMol25 entry of this formula, charge and spin) in eV: 3.922
Highest occupied orbital energy in eV: -3.8
LUMO energy in eV: 2.216

XYZ file:
```
108
Properties=species:S:1:pos:R:3:lowdin_charge:R:1
Ba 1.063 -1.868 -1.256 1.67
C 2.161 -1.445 2.678 -0.28
Si 0.761 -0.412 1.850 0.55
C -0.763 -0.944 2.918 -0.33
C -0.728 -2.020 3.816 -0.12
C -1.859 -2.432 4.506 -0.11
C -3.075 -1.785 4.317 -0.10
C -3.139 -0.717 3.436 -0.10
C -1.999 -0.300 2.752 -0.39
P -2.020 1.113 1.586 1.08
C -2.571 2.495 2.641 -0.36
C -3.045 3.659 2.029 -0.12
C -3.314 4.796 2.773 -0.10
C -3.085 4.801 4.144 -0.11
C -2.589 3.662 4.758 -0.09
C -2.336 2.517 4.014 -0.08
C -3.474 0.702 0.552 -0.35
C -4.781 1.141 0.739 -0.10
C -5.788 0.735 -0.130 -0.10
C -5.502 -0.120 -1.184 -0.09
C -4.201 -0.569 -1.381 -0.06
C -3.197 -0.147 -0.524 -0.10
C 1.043 1.335 2.658 -0.30
C 1.312 1.307 4.040 -0.12
C 1.535 2.441 4.797 -0.10
C 1.484 3.687 4.184 -0.10
C 1.199 3.754 2.836 -0.15
C 0.987 2.601 2.060 -0.41
P 0.371 3.119 0.404 1.08
C 0.455 1.895 -0.964 -0.40
C 1.724 1.310 -1.441 -0.16
C 1.972 0.801 -2.657 -0.10
C 0.965 0.641 -3.762 -0.21
C -0.879 1.303 -3.039 -0.19
C -0.681 1.876 -1.674 -0.09
C 1.813 4.112 -0.186 -0.38
C 1.567 5.021 -1.215 -0.11
C 2.597 5.763 -1.776 -0.10
C 3.893 5.614 -1.304 -0.10
C 4.151 4.720 -0.274 -0.09
C 3.119 3.974 0.279 -0.09
H 2.212 -1.418 3.771 0.01
H 2.060 -2.493 2.375 0.00
H 3.125 -1.109 2.286 0.02
H 0.203 -2.552 3.976 0.09
H -1.794 -3.266 5.198 0.09
H -3.960 -2.108 4.852 0.09
H -4.081 -0.203 3.278 0.10
H -3.190 3.676 0.955 0.10
H -3.686 5.685 2.280 0.10
H -3.282 5.693 4.726 0.09
H -2.390 3.662 5.823 0.10
H -1.936 1.637 4.505 0.10
H -5.018 1.805 1.562 0.10
H -6.801 1.088 0.024 0.09
H -6.290 -0.436 -1.858 0.10
H -3.959 -1.235 -2.200 0.07
H -2.180 -0.488 -0.696 0.08
H 1.331 0.346 4.541 0.08
H 1.735 2.357 5.859 0.09
H 1.640 4.595 4.753 0.09
H 1.118 4.731 2.368 0.10
H 2.557 1.326 -0.745 0.11
H 2.972 0.429 -2.853 0.09
H 1.397 0.154 -4.635 0.16
H -1.930 1.326 -3.323 0.16
H -1.539 2.405 -1.269 0.08
H 0.552 5.143 -1.578 0.10
H 2.386 6.462 -2.576 0.09
H 4.700 6.192 -1.737 0.09
H 5.161 4.594 0.096 0.10
H 3.330 3.278 1.082 0.11
S -3.084 -2.644 -4.501 0.95
C -3.237 -3.866 -3.316 -0.46
C -2.283 -3.749 -2.348 -0.27
C -1.364 -2.652 -2.499 -0.31
C -1.694 -1.975 -3.648 -0.56
C -1.038 -0.796 -4.209 -0.28
C -1.217 -0.393 -5.486 -0.07
C -0.867 0.886 -6.086 -0.10
C -0.315 1.938 -5.474 -0.07
C 0.133 1.916 -4.053 -0.16
N -0.263 -0.062 -3.234 -0.05
H -4.027 -4.598 -3.398 0.05
H -2.236 -4.453 -1.522 0.07
H -1.762 -1.072 -6.131 0.07
H -1.129 0.987 -7.134 0.09
H -0.134 2.843 -6.042 0.10
H 0.584 2.857 -3.739 0.14
C -0.128 -6.032 2.236 -0.07
C 1.029 -6.232 1.497 -0.06
C 1.314 -5.360 0.460 -0.14
N 0.513 -4.348 0.129 -0.03
C -0.594 -4.161 0.848 -0.17
C -0.957 -4.972 1.911 -0.06
H -0.374 -6.689 3.062 0.10
H 1.709 -7.041 1.728 0.10
H 2.226 -5.447 -0.119 0.10
H -1.225 -3.324 0.557 0.10
H -1.855 -4.755 2.472 0.10
C 5.629 -3.188 -2.262 -0.15
S 4.164 -2.305 -1.780 0.29
O 4.605 -1.011 -1.293 -0.35
O 3.486 -3.120 -0.757 -0.51
O 3.331 -2.217 -2.993 -0.47
H 6.392 -3.007 -1.510 0.06
H 5.945 -2.801 -3.228 0.06
H 5.406 -4.249 -2.335 0.06
```

Which of these has the highest highest occupied orbital energy?
C52H45BaN2O3P2S2Si

What is the formula in the second record?
C52H45BaN2O3P2S2Si

Which of these has the highest charge?
C52H44N8O4S2Ta

What is the highest occupied orbital energy in the second record?
-3.8 eV